{
  "formula": "C8H12N3O3S",
  "method": "wB97M-V/def2-TZVPD",
  "symbols": ["O", "N", "O", "C", "N", "C", "C", "S", "C", "C", "N", "H", "H", "H", "H", "H", "H", "C", "C", "O", "C", "H", "H", "H", "H", "H", "H"],
  "positions_angstrom": [[3.505307, 1.287469, -0.319088], [2.443309, 1.190209, -0.748951], [1.909989, 2.497181, -1.067587], [0.871795, 2.371052, -1.985505], [-0.351871, 1.800408, -1.352779], [-0.679478, 0.538540, -1.562750], [-1.850083, 0.033053, -0.979227], [-2.414962, -1.579496, -1.204742], [-2.554785, 0.922162, -0.182236], [-2.104783, 2.228087, -0.036422], [-1.015440, 2.675023, -0.624231], [0.620121, 3.375551, -2.296618], [1.161057, 1.751690, -2.828352], [-0.042696, -0.067026, -2.182755], [-1.532491, -2.032334, -2.104410], [-3.464131, 0.621132, 0.316302], [-2.641299, 2.938160, 0.569570], [-0.000288, -3.050737, 1.754924], [0.731272, -1.823311, 1.280558], [0.567480, -1.386382, 0.157757], [1.670819, -1.174940, 2.260083], [-0.643125, -3.426480, 0.962514], [0.714403, -3.826225, 2.032681], [-0.609810, -2.808443, 2.626859], [2.444575, -1.884183, 2.555523], [1.122885, -0.863852, 3.150728], [2.142229, -0.306306, 1.808155]],
  "forces_ev_per_angstrom": [[-0.22, 0.04, 0.23], [0.42, -0.50, -0.31], [-0.14, 0.51, 0.01], [0.23, 0.09, 0.32], [0.29, 0.13, -0.39], [-0.48, -0.07, 0.29], [0.18, 0.20, -0.04], [-0.54, -0.33, 0.10], [-0.14, -0.28, -0.04], [0.24, -0.25, -0.13], [0.04, 0.07, 0.08], [-0.08, 0.10, -0.11], [-0.18, -0.18, -0.09], [0.24, 0.05, -0.04], [0.23, 0.25, 0.07], [-0.08, -0.06, 0.02], [-0.03, 0.17, 0.04], [-0.07, 0.04, -0.24], [-0.01, -0.17, 0.07], [0.00, 0.18, -0.02], [0.00, 0.17, -0.23], [0.00, -0.01, 0.00], [-0.01, 0.02, 0.13], [0.09, -0.05, 0.09], [-0.05, -0.03, 0.11], [0.05, -0.11, 0.07], [0.01, 0.01, 0.00]],
  "gap_ev": 8.06,
  "homo_energy_ha": -0.47026,
  "max_force_ev_per_a": 0.723,
  "charge": 1
}